Computed, not measured: a structure of composition C29H22BrIrN9S, with wB97M-V/def2-TZVPD.

Geometry (Å):
Ir (0.306, 0.616, -0.156)
N (1.914, 0.861, 4.128)
C (1.840, 0.972, 2.814)
N (1.081, 0.217, 2.055)
C (0.346, -0.794, 2.650)
N (-0.353, -1.592, 1.911)
N (-0.446, -1.330, 0.622)
C (-0.763, -2.231, -0.231)
C (-0.995, -1.823, -1.591)
C (-1.586, -2.665, -2.523)
C (-1.843, -2.184, -3.799)
C (-1.491, -0.879, -4.103)
C (-0.886, -0.103, -3.124)
N (-0.641, -0.561, -1.902)
C (0.364, -0.959, 4.080)
C (-0.391, -1.931, 4.749)
C (-0.331, -2.015, 6.121)
C (0.480, -1.141, 6.853)
C (1.227, -0.173, 6.213)
C (1.171, -0.085, 4.829)
H (2.524, 1.474, 4.653)
H (2.447, 1.734, 2.343)
H (-0.875, -3.269, 0.066)
H (-1.857, -3.674, -2.242)
H (-2.323, -2.812, -4.536)
H (-1.680, -0.461, -5.081)
H (-0.602, 0.916, -3.337)
H (-1.004, -2.607, 4.171)
H (-0.913, -2.764, 6.639)
H (0.528, -1.228, 7.930)
H (1.852, 0.510, 6.776)
N (-2.007, 3.820, 1.363)
C (-2.430, 3.026, 2.413)
C (-3.124, 3.322, 3.578)
C (-3.419, 2.261, 4.412)
C (-3.059, 0.948, 4.077)
C (-2.358, 0.657, 2.927)
C (-2.000, 1.724, 2.099)
N (-1.297, 1.776, 0.906)
C (-1.346, 3.040, 0.495)
C (-0.754, 3.448, -0.749)
C (-0.822, 4.653, -1.385)
S (0.041, 4.600, -2.852)
C (0.447, 2.975, -2.540)
N (-0.034, 2.500, -1.422)
H (-2.177, 4.810, 1.272)
H (-3.426, 4.330, 3.823)
H (-3.955, 2.445, 5.332)
H (-3.358, 0.142, 4.734)
H (-2.133, -0.362, 2.652)
H (-1.339, 5.545, -1.069)
H (1.075, 2.412, -3.214)
Br (2.929, 2.492, -0.203)
C (3.358, 0.745, -0.805)
C (4.636, 0.441, -1.221)
C (4.903, -0.876, -1.570)
C (3.891, -1.821, -1.473)
C (2.635, -1.413, -1.071)
N (2.358, -0.143, -0.749)
H (5.399, 1.205, -1.259)
H (5.897, -1.157, -1.894)
H (4.075, -2.859, -1.705)
H (1.817, -2.116, -0.994)

Computed properties:
total charge	+3
lowest unoccupied orbital energy (alpha / beta)	-9.775 / -9.775	eV
Kohn-Sham gap (alpha / beta)	6.513 / 6.513	eV

Results of the Löwdin charge analysis, in e, for atoms 1 through 5: 1.363, 0.168, -0.119, 0.053, -0.292

***

Computed, not measured: a structure of composition C29H22Cl3N3O4PPd, with wB97M-V/def2-TZVPD.

Geometry (Å):
Pd (-1.172, 0.126, -1.085)
O (1.303, 3.758, 5.515)
C (1.366, 3.856, 4.152)
O (2.064, 4.721, 3.675)
C (0.587, 2.889, 3.375)
C (-0.105, 1.793, 3.915)
C (-0.760, 0.885, 3.122)
C (-0.770, 1.011, 1.700)
C (-0.123, 2.172, 1.168)
C (0.537, 3.056, 1.978)
N (-1.336, 0.118, 0.886)
C (-2.118, -0.957, 1.324)
C (-2.742, -1.729, 0.393)
C (-3.520, -2.902, 0.694)
C (-4.047, -3.643, -0.312)
C (-3.838, -3.252, -1.668)
C (-3.127, -2.107, -1.915)
N (-2.608, -1.349, -0.943)
H (0.687, 3.063, 5.765)
H (-0.131, 1.615, 4.987)
H (-1.267, 0.054, 3.588)
H (-0.178, 2.356, 0.105)
H (1.043, 3.919, 1.564)
H (-2.249, -1.168, 2.375)
H (-3.657, -3.172, 1.733)
H (-4.626, -4.532, -0.091)
H (-4.235, -3.835, -2.486)
H (-2.962, -1.756, -2.928)
O (-0.133, 0.049, -5.119)
C (-0.108, 0.056, -3.899)
O (-1.141, 0.044, -3.131)
C (1.289, 0.059, -3.224)
P (1.157, 0.033, -1.400)
C (2.888, 0.329, -0.869)
C (3.921, -0.395, -1.464)
C (5.235, -0.176, -1.085)
C (5.528, 0.759, -0.098)
C (4.507, 1.471, 0.508)
C (3.188, 1.261, 0.119)
C (1.047, -1.751, -0.962)
C (0.336, -2.652, -1.755)
C (0.061, -3.926, -1.286)
C (0.477, -4.308, -0.018)
C (1.205, -3.428, 0.767)
C (1.488, -2.153, 0.298)
H (1.787, 0.988, -3.509)
H (1.877, -0.774, -3.609)
H (3.699, -1.135, -2.222)
H (6.033, -0.735, -1.558)
H (6.556, 0.924, 0.201)
H (4.727, 2.192, 1.285)
H (2.389, 1.816, 0.592)
H (-0.016, -2.359, -2.736)
H (-0.500, -4.618, -1.900)
H (0.229, -5.292, 0.361)
H (1.541, -3.724, 1.753)
H (2.040, -1.455, 0.916)
Cl (-5.776, 3.701, -0.660)
C (-3.997, 4.337, -1.316)
Cl (-3.512, 5.558, -0.185)
Cl (-4.306, 4.949, -2.906)
C (-3.173, 3.163, -1.276)
N (-2.562, 2.199, -1.200)

Computed properties:
total charge	-1
lowest unoccupied orbital energy	0.948	eV
Kohn-Sham gap	3.579	eV

Results of the Löwdin charge analysis, in e, for atoms 1 through 5: 0.838, 0.078, -0.508, 0.065, -0.183

***

Computed, not measured: a structure of composition C29H22ClHfN3O4P, with wB97M-V/def2-TZVPD.

Geometry (Å):
Hf (4.759, -17.100, 6.287)
O (-0.314, -14.234, 6.366)
C (-0.358, -15.151, 5.427)
O (-1.311, -15.202, 4.670)
C (0.697, -16.174, 5.354)
C (0.619, -17.339, 4.650)
Cl (-0.495, -18.045, 3.540)
N (1.843, -18.027, 4.885)
N (2.770, -17.220, 5.529)
C (2.017, -16.128, 5.947)
C (2.552, -15.239, 6.929)
O (2.084, -14.284, 7.533)
O (3.939, -15.542, 7.135)
C (2.184, -19.390, 4.477)
C (2.811, -19.581, 3.200)
C (3.196, -20.889, 2.839)
C (2.999, -21.932, 3.667)
C (2.257, -21.792, 4.834)
C (1.852, -20.519, 5.260)
H (0.602, -14.165, 6.921)
H (2.879, -18.668, 2.574)
H (3.666, -21.059, 1.866)
H (3.380, -22.921, 3.419)
H (2.084, -22.671, 5.485)
H (1.133, -20.514, 6.068)
N (4.673, -18.792, 7.622)
C (5.855, -18.889, 8.570)
C (5.835, -18.243, 9.846)
C (6.932, -18.355, 10.674)
C (8.016, -19.185, 10.312)
C (8.054, -19.754, 9.056)
C (6.975, -19.592, 8.148)
P (6.823, -20.340, 6.483)
C (6.664, -18.716, 5.610)
C (6.181, -18.757, 4.266)
C (5.639, -17.587, 3.671)
C (5.810, -16.350, 4.276)
C (6.797, -16.241, 5.396)
C (7.209, -17.423, 6.048)
C (8.458, -20.957, 6.157)
C (9.547, -20.066, 6.104)
C (10.831, -20.659, 6.056)
C (11.012, -21.919, 5.639)
C (9.912, -22.763, 5.564)
C (8.620, -22.261, 5.722)
H (3.829, -18.823, 8.248)
H (4.634, -19.683, 7.070)
H (4.878, -17.822, 10.185)
H (6.996, -17.751, 11.592)
H (8.826, -19.333, 11.066)
H (8.988, -20.107, 8.646)
H (6.091, -19.652, 3.706)
H (5.162, -17.725, 2.711)
H (5.401, -15.470, 3.762)
H (7.279, -15.300, 5.729)
H (7.909, -17.422, 6.888)
H (9.356, -18.999, 6.154)
H (11.664, -20.025, 6.431)
H (11.977, -22.381, 5.464)
H (9.979, -23.825, 5.390)
H (7.775, -22.941, 5.545)

Computed properties:
total charge	+3
lowest unoccupied orbital energy	-11.844	eV
Kohn-Sham gap	4.984	eV

Results of the Löwdin charge analysis, in e, for atoms 1 through 5: 1.807, 0.150, -0.492, 0.154, -0.006

***

Computed, not measured: a structure of composition C29H22CrN7O7S3, with wB97M-V/def2-TZVPD.

Geometry (Å):
Cr (-1.311, 0.175, 0.382)
O (2.667, -0.204, 4.894)
C (1.717, -0.118, 3.934)
C (0.663, 0.785, 4.017)
C (-0.226, 0.814, 2.975)
N (-0.110, -0.020, 1.954)
C (0.878, -0.891, 1.864)
C (1.838, -0.975, 2.836)
C (0.799, -1.736, 0.594)
O (1.629, -2.613, 0.429)
O (-0.187, -1.410, -0.171)
C (-1.376, 1.793, 2.790)
O (-1.730, 2.501, 3.710)
O (-1.871, 1.727, 1.592)
H (2.505, 0.470, 5.563)
H (0.548, 1.483, 4.839)
H (2.660, -1.670, 2.736)
C (6.512, 1.057, -1.764)
C (5.091, 1.438, -1.427)
C (4.728, 2.768, -1.240)
C (3.425, 3.116, -0.906)
C (2.473, 2.120, -0.750)
C (2.811, 0.788, -0.951)
C (4.113, 0.455, -1.287)
S (0.853, 2.574, -0.168)
O (0.958, 2.489, 1.272)
O (0.564, 3.861, -0.744)
N (-0.112, 1.411, -0.694)
C (-0.312, 1.282, -2.127)
C (0.464, 1.866, -3.129)
C (0.199, 1.590, -4.465)
C (-0.827, 0.737, -4.820)
C (-1.647, 0.163, -3.840)
C (-2.725, -0.726, -4.146)
C (-3.499, -1.226, -3.087)
C (-3.240, -0.855, -1.799)
N (-2.219, 0.014, -1.450)
C (-1.399, 0.480, -2.482)
H (7.122, 1.940, -1.962)
H (6.552, 0.411, -2.644)
H (6.974, 0.510, -0.938)
H (5.473, 3.546, -1.367)
H (3.135, 4.152, -0.775)
H (2.046, 0.021, -0.894)
H (4.365, -0.587, -1.458)
H (1.262, 2.551, -2.891)
H (0.813, 2.052, -5.229)
H (-1.016, 0.502, -5.863)
H (-2.914, -1.012, -5.174)
H (-4.322, -1.906, -3.271)
H (-3.863, -1.230, -1.005)
N (-4.376, 1.502, 0.701)
C (-4.373, 0.215, 1.108)
N (-3.323, -0.567, 1.209)
C (-3.697, -1.843, 1.593)
C (-5.010, -2.034, 1.797)
S (-5.868, -0.578, 1.486)
C (-2.684, -2.916, 1.708)
C (-2.951, -4.224, 1.501)
S (-1.523, -5.152, 1.735)
C (-0.655, -3.680, 2.060)
N (-1.375, -2.610, 2.024)
N (0.689, -3.707, 2.361)
H (-3.526, 2.019, 0.923)
H (-5.231, 2.011, 0.844)
H (-5.514, -2.924, 2.135)
H (-3.873, -4.682, 1.182)
H (1.199, -4.474, 1.955)
H (1.159, -2.822, 2.213)

Computed properties:
total charge	-1
spin multiplicity	5
lowest unoccupied orbital energy (alpha / beta)	2.144 / 2.143	eV
Kohn-Sham gap (alpha / beta)	4.105 / 6.616	eV

Results of the Löwdin charge analysis, in e, for atoms 1 through 5: 0.952, 0.079, -0.251, 0.085, -0.159

***

Computed, not measured: a structure of composition C29H22MgN4O6S, with wB97M-V/def2-TZVPD.

Geometry (Å):
Mg (0.221, -0.050, -0.353)
C (3.909, 2.300, 7.388)
O (2.577, 1.880, 7.195)
C (2.378, 0.551, 6.925)
C (3.330, -0.436, 7.132)
C (3.014, -1.758, 6.834)
C (1.784, -2.101, 6.295)
C (0.830, -1.098, 6.105)
C (1.124, 0.212, 6.424)
N (1.483, -3.495, 6.154)
N (0.805, -3.938, 5.196)
C (0.477, -3.196, 4.052)
C (-0.815, -3.404, 3.573)
C (-1.387, -2.655, 2.562)
C (-0.639, -1.665, 1.885)
O (-1.093, -0.920, 0.975)
C (0.775, -1.567, 2.262)
N (1.502, -0.745, 1.483)
C (2.794, -0.648, 1.670)
C (3.459, -1.395, 2.655)
C (2.734, -2.225, 3.469)
C (1.333, -2.316, 3.318)
H (3.887, 3.387, 7.402)
H (4.554, 1.962, 6.572)
H (4.315, 1.936, 8.338)
H (4.305, -0.196, 7.532)
H (3.735, -2.545, 7.018)
H (-0.140, -1.346, 5.694)
H (0.396, 0.998, 6.266)
H (-1.402, -4.161, 4.084)
H (-2.408, -2.822, 2.246)
H (3.333, 0.027, 1.015)
H (4.535, -1.318, 2.752)
H (3.236, -2.836, 4.206)
N (0.203, 1.956, 0.116)
C (0.479, 2.988, 0.752)
C (-0.355, 4.261, 0.656)
C (-0.221, 5.339, 1.528)
C (-1.036, 6.462, 1.406)
C (-1.993, 6.522, 0.405)
C (-2.134, 5.448, -0.470)
C (-1.327, 4.331, -0.342)
C (1.670, 3.065, 1.693)
C (2.755, 3.903, 1.441)
C (3.876, 3.886, 2.260)
C (3.925, 3.036, 3.357)
C (2.849, 2.197, 3.621)
C (1.735, 2.213, 2.792)
H (0.522, 5.301, 2.316)
H (-0.920, 7.289, 2.098)
H (-2.628, 7.395, 0.308)
H (-2.881, 5.485, -1.255)
H (-1.416, 3.472, -0.998)
H (2.718, 4.569, 0.585)
H (4.718, 4.534, 2.037)
H (4.802, 3.020, 3.996)
H (2.874, 1.521, 4.466)
H (0.910, 1.532, 2.971)
O (1.108, -1.514, -3.769)
S (0.426, -1.516, -2.482)
O (1.411, -1.404, -1.322)
O (-0.396, -0.249, -2.275)
O (-0.422, -2.690, -2.283)

Computed properties:
total charge	-2
lowest unoccupied orbital energy	3.810	eV
Kohn-Sham gap	5.858	eV

Results of the Löwdin charge analysis, in e, for atoms 1 through 5: 0.620, -0.105, -0.101, -0.312, -0.029

***

Computed, not measured: a structure of composition C29H22N7OPRhS4, with wB97M-V/def2-TZVPD.

Geometry (Å):
Rh (0.160, 0.292, -0.020)
O (-2.596, 1.453, -0.089)
N (-1.620, 1.134, 0.860)
C (-1.637, 1.995, 1.805)
C (-0.910, 1.917, 3.072)
C (-1.295, 2.851, 4.033)
C (-0.803, 2.781, 5.325)
C (0.072, 1.762, 5.667)
C (0.476, 0.843, 4.708)
C (0.006, 0.918, 3.403)
P (0.668, -0.272, 2.187)
C (2.445, -0.135, 2.569)
C (3.163, -1.044, 3.338)
C (4.495, -0.794, 3.648)
C (5.107, 0.369, 3.207)
C (4.388, 1.290, 2.455)
C (3.066, 1.036, 2.134)
C (0.054, -1.858, 2.783)
C (0.742, -3.046, 2.532)
C (0.203, -4.258, 2.938)
C (-1.028, -4.294, 3.576)
C (-1.728, -3.118, 3.804)
C (-1.193, -1.903, 3.406)
H (-2.663, 0.644, -0.639)
H (-2.346, 2.813, 1.705)
H (-2.003, 3.627, 3.767)
H (-1.110, 3.511, 6.061)
H (0.444, 1.679, 6.679)
H (1.176, 0.063, 4.980)
H (2.692, -1.940, 3.718)
H (5.047, -1.505, 4.247)
H (6.142, 0.564, 3.457)
H (4.860, 2.202, 2.114)
H (2.503, 1.759, 1.553)
H (1.694, -3.026, 2.023)
H (0.743, -5.176, 2.746)
H (-1.445, -5.241, 3.891)
H (-2.694, -3.146, 4.290)
H (-1.748, -0.990, 3.583)
N (2.694, -2.413, -0.179)
C (3.018, -1.153, -0.510)
N (2.169, -0.153, -0.711)
C (2.873, 0.992, -1.098)
C (4.209, 0.874, -1.132)
S (4.672, -0.731, -0.731)
C (2.100, 2.163, -1.469)
C (2.498, 3.179, -2.254)
S (1.192, 4.271, -2.503)
C (0.171, 3.260, -1.551)
N (0.779, 2.202, -1.053)
N (-1.117, 3.585, -1.351)
H (1.732, -2.696, -0.354)
H (3.404, -3.122, -0.266)
H (4.941, 1.620, -1.386)
H (3.457, 3.331, -2.717)
H (-1.527, 4.328, -1.889)
H (-1.737, 2.909, -0.925)
S (-0.383, -2.134, -0.344)
C (-0.609, -1.674, -1.990)
S (-1.114, -0.048, -2.150)
C (-0.321, -2.508, -3.034)
C (0.274, -3.778, -2.760)
N (0.789, -4.785, -2.545)
C (-0.535, -2.108, -4.388)
N (-0.715, -1.773, -5.473)

Computed properties:
total charge	+1
lowest unoccupied orbital energy	-3.966	eV
Kohn-Sham gap	6.667	eV

Results of the Löwdin charge analysis, in e, for atoms 1 through 5: 0.611, -0.123, -0.114, -0.050, -0.199

***

Computed, not measured: a structure of composition C29H23BClF4N7O4Ta, with wB97M-V/def2-TZVPD.

Geometry (Å):
Ta (0.171, 0.198, -0.563)
N (1.077, -4.884, 2.233)
C (0.102, -4.142, 1.725)
N (0.155, -2.847, 1.545)
C (1.290, -2.204, 1.955)
N (1.349, -0.890, 2.004)
N (0.226, -0.254, 1.526)
C (-0.397, 0.572, 2.300)
C (-1.434, 1.369, 1.699)
C (-2.073, 2.396, 2.259)
C (-3.125, 3.128, 1.508)
C (-3.738, 2.317, 0.342)
C (-2.874, 1.200, -0.138)
N (-1.735, 0.871, 0.372)
C (2.441, -2.944, 2.425)
C (3.664, -2.340, 2.753)
C (4.702, -3.110, 3.217)
C (4.543, -4.495, 3.371)
C (3.352, -5.111, 3.055)
C (2.306, -4.326, 2.578)
H (0.929, -5.875, 2.371)
H (-0.806, -4.673, 1.458)
H (-0.121, 0.656, 3.345)
H (-1.814, 2.694, 3.269)
H (-3.888, 3.502, 2.190)
H (-4.779, 2.009, 0.429)
H (-3.182, 0.658, -1.027)
H (3.769, -1.270, 2.641)
H (5.646, -2.651, 3.475)
H (5.365, -5.089, 3.747)
H (3.229, -6.180, 3.177)
O (-2.879, 6.297, 1.871)
C (-3.367, 5.612, 0.831)
O (-4.317, 5.990, 0.222)
C (-2.688, 4.271, 0.484)
C (-3.470, 3.546, -0.645)
C (-2.673, 2.991, -1.778)
C (-1.340, 2.894, -1.665)
C (-0.593, 3.765, -0.753)
C (-1.220, 4.424, 0.217)
N (-0.777, 1.654, -2.120)
C (-1.104, 1.135, -3.240)
C (-1.202, -0.325, -3.296)
C (-1.610, -1.015, -4.413)
C (-1.862, -2.384, -4.297)
C (-1.701, -3.001, -3.070)
C (-1.258, -2.250, -1.991)
N (-1.019, -0.936, -2.095)
H (-2.075, 5.924, 2.251)
H (-4.381, 4.072, -0.924)
H (-3.219, 2.372, -2.482)
H (0.461, 3.919, -0.937)
H (-0.652, 5.128, 0.816)
H (-1.475, 1.738, -4.067)
H (-1.748, -0.498, -5.353)
H (-2.192, -2.951, -5.159)
H (-1.911, -4.054, -2.939)
H (-1.082, -2.699, -1.018)
Cl (4.246, -2.292, -1.301)
C (3.004, -1.860, -2.485)
C (1.945, -1.062, -1.807)
O (1.571, 0.087, -2.181)
O (1.294, -1.507, -0.777)
H (2.560, -2.779, -2.869)
H (3.439, -1.280, -3.294)
F (5.669, 1.130, 0.318)
B (4.489, 1.278, -0.211)
F (1.078, 1.731, -0.136)
F (4.215, 2.195, -1.110)
F (3.496, 0.456, 0.159)

Computed properties:
total charge	+3
lowest unoccupied orbital energy	-10.560	eV
Kohn-Sham gap	5.516	eV

Results of the Löwdin charge analysis, in e, for atoms 1 through 5: 2.068, 0.153, -0.118, 0.122, -0.299

***

Computed energy relative to the best compared isomer or geometry (same formula, charge and spin) (kJ/mol) in order:
96.2, 90.4, 0.0, 64.1, 0.3, 133.1, 504.6
Computed F_max (hartree/bohr) in order:
0.0878, 0.0573, 0.0953, 0.0379, 0.0076, 0.0439, 0.0115